[1]
Entry from the OMol25 dataset: 3 unconnected molecules or ions with the total composition C14H30NO6 at a distorted geometry (ωB97M-V/def2-TZVPD).

ORCA input file:
```
! wB97M-V def2-TZVPD RIJCOSX def2/J DEFGRID3
* xyz 1 1
O -1.8892 1.7177 -2.5711
C -0.5186 1.4207 -2.8351
H 0.5926 2.9535 3.8976
H 2.8222 -5.9563 -1.9122
H -0.0418 1.2180 -1.8785
H 1.3250 -1.0577 3.1604
N 0.6099 -0.3251 3.0896
C -5.0971 1.6346 -5.2605
H -1.6416 2.6731 1.2834
H -0.4403 0.5339 -3.4633
O 3.6649 -4.0780 -1.6457
C 0.2945 1.9720 1.9967
C -0.2461 2.4410 3.3926
H 2.5492 -4.1093 2.1733
H 3.7714 -1.3803 1.5248
H -5.5217 0.8120 -4.6828
C -4.7030 2.7762 -4.3469
H 0.8557 0.1200 1.0622
H 1.0331 2.7290 1.7070
H -5.8335 1.9690 -5.9909
O -2.0807 2.3591 -4.7289
O 3.7685 -2.7957 0.0871
H 3.5709 -5.2096 -3.3344
H 4.1840 -3.6136 2.5837
O -3.8292 2.3310 -3.2955
O 1.8307 -3.8798 -0.3427
H -4.2331 1.2450 -5.7987
C 3.1710 -2.2512 1.2560
C 0.5059 0.3108 4.4304
H 0.3429 -0.4211 5.2249
H -1.0167 3.2077 3.2730
C -0.6879 1.2971 4.3312
H -5.5850 3.1757 -3.8488
C -2.5578 2.1583 -3.6466
H -1.4887 0.7351 3.8173
H -0.0141 2.2623 -3.3068
H 1.4028 0.9123 4.6199
C 1.0543 0.6206 2.0182
H 2.8005 -2.7852 3.3213
H -1.0225 1.6320 5.3133
C 3.1743 -3.2466 2.4013
H 2.1590 -1.9005 1.0310
H -1.2899 1.0389 0.6989
C 2.9744 -3.6207 -0.6109
C 2.9573 -5.0234 -2.4576
H -0.4722 2.4806 0.0126
C -0.8405 2.0122 0.9324
H 2.1338 0.7598 2.1365
H -0.2532 -0.8209 2.8559
H 1.9949 -4.6266 -2.7741
H -4.2393 3.5927 -4.9006
*
```

Properties
Energy relative to the best compared isomer or geometry (same formula, charge and spin): 0.00 kJ/mol
Kohn-Sham gap: 9.7 eV

And the Mulliken charges, in e, turn out to be: atom 1 (O): -0.297, atom 2 (C): -0.485, atom 3 (H): 0.386, atom 4 (H): 0.300, atom 5 (H): -0.043, atom 6 (H): 0.043, atom 7 (N): 0.090, atom 8 (C): -1.101, atom 9 (H): 0.413, atom 10 (H): 0.357, atom 11 (O): -0.342, atom 12 (C): 0.669, atom 13 (C): -1.056, atom 14 (H): 0.298, atom 15 (H): 0.382, atom 16 (H): 0.293, atom 17 (C): -0.175, atom 18 (H): 0.570, atom 19 (H): 0.357, atom 20 (H): 0.359, atom 21 (O): -0.539, atom 22 (O): -0.378, atom 23 (H): 0.232, atom 24 (H): 0.357, atom 25 (O): -0.358, atom 26 (O): -0.563, atom 27 (H): 0.316, atom 28 (C): -0.076, atom 29 (C): -0.617, atom 30 (H): 0.418, atom 31 (H): 0.443, atom 32 (C): -0.640, atom 33 (H): 0.288, atom 34 (C): 0.740, atom 35 (H): 0.309, atom 36 (H): 0.333, atom 37 (H): 0.374, atom 38 (C): -1.061, atom 39 (H): 0.376, atom 40 (H): 0.377, atom 41 (C): -1.180, atom 42 (H): 0.165, atom 43 (H): 0.356, atom 44 (C): 0.740, atom 45 (C): -0.631, atom 46 (H): 0.232, atom 47 (C): -1.452, atom 48 (H): 0.378, atom 49 (H): 0.423, atom 50 (H): 0.300, atom 51 (H): 0.317

=====

[2]
Entry from the OMol25 dataset: 2 unconnected molecules or ions with the total composition C14H30O4S at a distorted geometry (ωB97M-V/def2-TZVPD).

ORCA input file:
```
! wB97M-V def2-TZVPD RIJCOSX def2/J DEFGRID3
* xyz 0 1
H -3.5215 -1.3425 2.6380
H 3.2369 -0.9115 -0.7237
C 3.8905 -0.7362 1.1163
C 2.8963 0.7621 1.4412
O 0.8647 -2.8269 -1.6532
C -2.3951 2.3137 -0.4350
S 0.8637 -1.5135 -0.6594
H -0.0325 3.3198 1.0986
C -1.2057 1.7727 -1.0833
H -2.2352 -1.6885 1.2733
H 2.2259 3.7086 0.2711
H 4.8100 -0.1913 1.1136
H -5.3097 -2.3248 1.4255
H -4.1816 -2.6925 0.0636
H 0.3443 1.4916 0.7495
H 4.0110 1.9120 0.2913
H -4.0951 -3.3383 1.4327
C 3.3203 -1.3273 0.1380
C 2.0867 2.8332 0.7648
H -2.1307 2.3323 0.4131
O 1.4642 -0.3373 -1.6774
H -2.8062 -0.2354 -0.4386
H -3.7602 1.6957 -1.9082
C -3.2527 -1.4031 1.6132
H 2.6961 1.4253 -0.5331
H -3.1944 0.6741 1.6666
H 2.2371 3.1234 1.8896
H 2.0676 0.3422 1.7252
C -3.5465 0.1340 -0.4049
C 0.1455 2.6840 -1.0466
H 0.9366 2.1192 -1.5703
H -1.2689 2.1847 -2.2849
H -2.4989 3.4778 -0.4543
C -3.5858 1.4487 -0.9922
O 1.9882 -1.9311 0.4352
C 0.5189 2.5637 0.4505
C -3.6018 0.1034 1.1068
H 3.9389 -1.0557 2.1834
H 3.3729 1.2962 2.2195
H 3.8640 -2.3577 -0.1308
H 0.1559 -3.3224 -1.0133
H -4.8354 0.1165 1.4518
H -0.9739 0.7815 -1.0210
C 2.9264 1.9161 0.4527
O -0.3976 -1.3144 0.0052
C -4.3172 -2.4611 1.1918
H -4.5880 2.2596 -0.2979
H -4.3390 -0.4337 -0.7191
H 0.0834 3.7596 -1.1624
*
```

Properties
Energy relative to the best compared isomer or geometry (same formula, charge and spin): 1724.92 kJ/mol
Kohn-Sham gap: 8.9 eV

And the Mulliken charges, in e, turn out to be: atom 1 (H): 0.395, atom 2 (H): 0.759, atom 3 (C): -0.973, atom 4 (C): -1.618, atom 5 (O): -0.462, atom 6 (C): -1.545, atom 7 (S): 1.022, atom 8 (H): 0.293, atom 9 (C): -0.288, atom 10 (H): -0.005, atom 11 (H): 0.430, atom 12 (H): 0.366, atom 13 (H): 0.434, atom 14 (H): 0.283, atom 15 (H): 0.095, atom 16 (H): 0.430, atom 17 (H): 0.638, atom 18 (C): -0.617, atom 19 (C): -1.331, atom 20 (H): 1.093, atom 21 (O): -0.606, atom 22 (H): 0.323, atom 23 (H): 0.718, atom 24 (C): 0.013, atom 25 (H): 0.113, atom 26 (H): 0.868, atom 27 (H): 0.333, atom 28 (H): 1.024, atom 29 (C): -0.746, atom 30 (C): -0.843, atom 31 (H): 0.394, atom 32 (H): 0.146, atom 33 (H): 0.319, atom 34 (C): -0.930, atom 35 (O): -0.264, atom 36 (C): -0.238, atom 37 (C): -0.975, atom 38 (H): 0.310, atom 39 (H): 0.474, atom 40 (H): 0.247, atom 41 (H): 0.440, atom 42 (H): 0.257, atom 43 (H): 0.169, atom 44 (C): 0.161, atom 45 (O): -0.486, atom 46 (C): -1.727, atom 47 (H): 0.219, atom 48 (H): 0.467, atom 49 (H): 0.420

=====

[3]
Entry from the OMol25 dataset: 2 unconnected molecules or ions with the total composition C14H31ClN4O3P at a distorted geometry (ωB97M-V/def2-TZVPD).

ORCA input file:
```
! wB97M-V def2-TZVPD RIJCOSX def2/J DEFGRID3
* xyz 1 1
H -3.5300 3.7750 -1.1830
O 1.8971 -2.3879 3.3414
H -2.1354 3.6960 -3.2426
H 2.0800 0.3943 1.4665
C -0.1353 1.1977 -0.4920
H 2.0751 0.5578 -2.4720
H 4.6813 0.2310 0.4394
H 1.7600 2.1171 -0.0423
H 0.7517 -4.6852 -0.5736
H 4.1541 1.3657 -2.6857
H -0.7466 2.0898 -0.3292
C -0.8137 0.3413 -1.5453
H 1.1464 2.4339 -1.6791
N 3.7149 0.1180 0.1668
N -4.5999 7.1342 -1.2717
Cl -1.0618 1.2485 -3.0633
C -3.9987 3.8452 -2.1673
H -4.3147 2.8372 -2.4435
P 0.9332 -2.1663 2.1204
H 1.4043 -1.5511 -0.0777
H 5.0582 0.0990 -2.1571
C -4.8960 6.0859 -1.6314
H -0.9450 -4.7712 -1.0710
H 2.7571 -2.4849 0.5590
N 4.4682 0.8696 -1.8599
H -0.4408 -3.2584 4.4315
N 2.1264 0.5953 -1.4609
H 0.3071 -4.2109 5.7201
H -1.7927 0.0202 -1.1904
C -0.6511 -3.7772 0.7989
C -2.9924 4.3665 -3.1852
C 3.4170 0.5118 -1.0520
C 1.2514 1.6774 -0.9004
C 1.7165 -3.4721 4.3059
H 0.4550 -2.4320 5.7042
H 2.5753 -3.3811 4.9705
H 3.3794 -0.6001 2.0698
C -5.2452 4.7314 -2.0583
C -0.2688 -4.8352 -0.2149
C 0.4305 -3.3305 5.0866
H -0.2471 -0.5587 -1.7939
C 2.7769 -0.3956 1.1840
H 1.7894 -4.4221 3.7767
H -0.1335 0.6437 0.4516
O 0.4297 -3.6172 1.7556
C 2.0546 -1.6811 0.7902
H -2.6273 5.3564 -2.9082
O -0.1100 -1.1312 2.2712
H -0.3556 -5.8400 0.1987
H -1.5312 -4.0803 1.3670
H -5.9523 4.3221 -1.3360
H -3.4389 4.4371 -4.1784
H -0.8723 -2.8234 0.3122
H -5.7546 4.7945 -3.0217
*
```

Properties
Kohn-Sham gap: 9.8 eV

And the Mulliken charges, in e, turn out to be: atom 1 (H): 0.234, atom 2 (O): -0.312, atom 3 (H): 0.053, atom 4 (H): 0.159, atom 5 (C): -0.269, atom 6 (H): 0.360, atom 7 (H): 0.305, atom 8 (H): 0.448, atom 9 (H): 0.301, atom 10 (H): 0.303, atom 11 (H): 0.379, atom 12 (C): -0.659, atom 13 (H): 0.506, atom 14 (N): -0.066, atom 15 (N): -0.399, atom 16 (Cl): -0.220, atom 17 (C): -0.256, atom 18 (H): 0.294, atom 19 (P): 0.492, atom 20 (H): 0.062, atom 21 (H): 0.273, atom 22 (C): 0.209, atom 23 (H): 0.383, atom 24 (H): 0.538, atom 25 (N): -0.539, atom 26 (H): 0.300, atom 27 (N): -0.107, atom 28 (H): 0.375, atom 29 (H): 0.472, atom 30 (C): -0.092, atom 31 (C): -0.923, atom 32 (C): 0.194, atom 33 (C): -0.865, atom 34 (C): -0.290, atom 35 (H): 0.311, atom 36 (H): 0.319, atom 37 (H): 0.623, atom 38 (C): -0.509, atom 39 (C): -1.196, atom 40 (C): -0.984, atom 41 (H): 0.297, atom 42 (C): -1.022, atom 43 (H): 0.283, atom 44 (H): 0.120, atom 45 (O): -0.249, atom 46 (C): -0.061, atom 47 (H): 0.369, atom 48 (O): -0.722, atom 49 (H): 0.328, atom 50 (H): 0.340, atom 51 (H): 0.299, atom 52 (H): 0.325, atom 53 (H): 0.180, atom 54 (H): 0.308

=====

[4]
Entry from the OMol25 dataset: a molecular structure, C14H31CuF3N2O6 at a distorted geometry (ωB97M-V/def2-TZVPD).

ORCA input file:
```
! wB97M-V def2-TZVPD RIJCOSX def2/J DEFGRID3
* xyz 0 2
H -0.3087 -2.7020 -3.4177
H -0.7501 -1.0107 -3.4815
C 3.8750 0.4861 0.4096
H -1.6006 0.2391 3.5328
H 0.2133 -4.5016 0.5103
H -5.6171 2.0760 1.8997
H -5.7123 0.5534 2.8666
C -5.2938 1.5578 2.8025
Cu -0.3988 -0.5378 -0.3569
C -0.9602 1.7923 2.1073
H 4.5381 3.5818 -0.0540
C 2.6267 1.4666 0.1272
C 1.8158 -2.2162 -1.7348
H -1.4412 2.6933 2.4879
H 4.8376 4.9147 -1.9880
H -1.6978 -1.3237 2.0235
C 4.1378 3.1495 -0.9710
H 0.9996 -2.5792 1.4968
C -3.1590 0.5454 2.0968
H -4.8426 -1.1404 -0.6430
O -2.3225 -1.6170 -0.6302
O -3.8171 1.5216 2.8391
H -0.2376 -0.7095 2.4227
H -0.2709 -3.7962 -1.0081
H 4.8966 2.4393 -1.2996
H 3.9417 3.7956 -2.9971
C -2.9001 -0.6648 -1.1487
N -1.0480 -0.5737 1.8354
H 0.9657 -4.7683 -1.0908
C 0.0739 -1.6922 -3.2698
C -4.3819 -0.6398 -1.4946
H 2.6118 1.8799 1.1356
H 2.0225 -2.9267 -2.5351
O 0.6222 -1.4715 -1.9785
H 3.1396 4.8003 -1.6477
C 1.6170 -2.9530 -0.3550
O 2.8138 2.5596 -0.7878
H -4.7439 0.3834 -1.5959
F 4.9954 1.0003 0.8215
H 2.5165 -3.3788 0.0896
O 1.4621 0.8924 -0.2759
H -5.4917 2.1491 3.6965
C 0.5977 -4.0200 -0.3888
C -1.6653 0.5193 2.4814
O -2.1355 0.3300 -1.4162
H 1.6025 -1.3312 0.7658
H -3.3567 0.7067 1.0371
H -4.5661 -1.2334 -2.3900
H -0.8586 2.0225 1.0468
H 2.7214 -1.6483 -1.5215
H -3.7497 -0.3486 2.2970
N 1.0230 -2.1390 0.5880
H 0.0803 1.8944 2.4155
H 0.8456 -1.4858 -4.0115
F 4.2536 -0.2635 -0.6122
C 3.9958 4.2224 -1.9955
F 3.4854 -0.5000 1.2643
*
```

Properties
Energy relative to the best compared isomer or geometry (same formula, charge and spin): 258.35 kJ/mol
Kohn-Sham gap (alpha / beta): 8.3 / 6.6 eV

And the Mulliken charges, in e, turn out to be: atom 1 (H): 0.389, atom 2 (H): 0.257, atom 3 (C): 0.706, atom 4 (H): 0.390, atom 5 (H): 0.388, atom 6 (H): 0.284, atom 7 (H): 0.308, atom 8 (C): -0.722, atom 9 (Cu): 1.403, atom 10 (C): -1.672, atom 11 (H): 0.248, atom 12 (C): -0.126, atom 13 (C): -0.590, atom 14 (H): 0.426, atom 15 (H): 0.388, atom 16 (H): 0.192, atom 17 (C): -0.195, atom 18 (H): 0.267, atom 19 (C): -0.730, atom 20 (H): 0.323, atom 21 (O): -0.685, atom 22 (O): -0.386, atom 23 (H): 0.363, atom 24 (H): 0.193, atom 25 (H): 0.279, atom 26 (H): 0.280, atom 27 (C): 1.001, atom 28 (N): -0.425, atom 29 (H): 0.451, atom 30 (C): -1.070, atom 31 (C): -1.273, atom 32 (H): 0.084, atom 33 (H): 0.634, atom 34 (O): -0.049, atom 35 (H): 0.315, atom 36 (C): 0.625, atom 37 (O): -0.179, atom 38 (H): 0.296, atom 39 (F): -0.272, atom 40 (H): 0.439, atom 41 (O): -0.678, atom 42 (H): 0.241, atom 43 (C): -1.760, atom 44 (C): 0.332, atom 45 (O): -0.701, atom 46 (H): 0.076, atom 47 (H): 0.249, atom 48 (H): 0.397, atom 49 (H): 0.307, atom 50 (H): 0.019, atom 51 (H): 0.515, atom 52 (N): -0.336, atom 53 (H): 0.358, atom 54 (H): 0.348, atom 55 (F): -0.327, atom 56 (C): -1.250, atom 57 (F): -0.342